ORCA calculation (wB97M-V/def2-TZVPD) on 2 unconnected molecules or ions with the total composition C4H7ClN3O3 in a non-equilibrium geometry.

Atoms and positions in Å:
H 2.150 0.075 -2.041
H -2.081 -2.432 -0.801
C -1.668 -0.519 -0.067
H -0.103 1.553 1.644
N 0.494 0.925 1.141
H 2.992 0.226 -0.314
Cl -4.278 -0.905 -0.793
C 2.409 -0.442 -1.026
O -2.252 1.699 1.169
H 2.851 -1.408 -1.252
O 1.069 -0.728 -0.412
C 0.483 0.147 0.243
N -3.224 1.052 0.696
O -4.466 1.704 0.568
H -4.409 2.463 1.166
C -3.097 -0.155 0.171
H -0.468 -1.950 -0.644
N -1.443 -1.730 -0.555

HOMO level (spin up / spin down): -0.4800 / -0.4800 hartree
total energy: -27382.9786 eV
multiplicity: 1
Kohn-Sham gap (spin up / spin down): 8.5 / 8.5 eV
net charge: +1